Record 1
Entry from the Open Molecules 2025 dataset: a gas-phase ion, C15H26NO2S (charge +1) (ωB97M-V/def2-TZVPD).

Geometry (Å):
C1 4.135 0.736 -2.046
C2 4.970 1.324 -0.912
C3 4.946 0.468 0.362
C4 4.004 0.987 1.450
C5 2.537 1.019 1.045
S1 1.965 -0.681 0.659
C6 0.279 -0.455 0.276
C7 -0.414 0.742 0.286
C8 -1.766 0.773 -0.032
O1 -2.437 2.015 0.039
C9 -2.151 2.904 -1.038
C10 -2.459 -0.380 -0.375
C11 -3.930 -0.386 -0.725
C12 -4.824 -0.102 0.483
N1 -4.867 1.365 0.731
C13 -1.756 -1.587 -0.380
C14 -0.410 -1.642 -0.070
O2 0.351 -2.750 -0.054
C15 -0.218 -3.992 -0.404
H1 4.528 -0.236 -2.335
H2 3.096 0.604 -1.757
H3 4.169 1.388 -2.917
H4 5.999 1.412 -1.264
H5 4.624 2.335 -0.683
H6 5.947 0.434 0.794
H7 4.667 -0.556 0.107
H8 4.109 0.357 2.336
H9 4.296 2.003 1.727
H10 2.390 1.637 0.161
H11 1.930 1.392 1.871
H12 0.072 1.665 0.554
H13 -2.505 2.496 -1.988
H14 -1.079 3.088 -1.109
H15 -2.663 3.838 -0.815
H16 -4.182 -1.369 -1.119
H17 -4.146 0.341 -1.513
H18 -4.411 -0.593 1.365
H19 -5.836 -0.473 0.316
H20 -5.542 1.820 0.111
H21 -3.871 1.742 0.486
H22 -5.104 1.590 1.699
H23 -2.285 -2.488 -0.644
H24 -0.602 -3.980 -1.428
H25 -1.018 -4.274 0.288
H26 0.592 -4.714 -0.331

Computed properties:
* charge: +1
* energy: -1190.3372 a.u.
* Kohn-Sham gap: 7.56 eV
* SMILES: CCCCCSc1cc(OC)c(CC[NH3+])cc1OC
* energy above the lowest of the compared OMol25 structures with the same formula, charge and spin: 0.1327 eV
* spin multiplicity: 1

---

Record 2
Entry from the Open Molecules 2025 dataset: 3 unconnected molecules or ions with the total composition C15H26NO6P (ωB97M-V/def2-TZVPD).

Geometry (Å):
C1 -0.866 2.232 2.986
C2 -0.503 1.247 2.399
P1 -0.004 -0.266 1.609
C3 -1.385 -1.377 2.042
C4 -2.014 -1.254 3.438
C5 -3.538 -1.472 3.455
O1 -4.183 -1.122 2.229
C6 -4.297 0.189 1.898
C7 -4.349 1.221 2.996
O2 -4.408 0.483 0.740
O3 1.201 -0.828 2.686
N1 2.078 0.227 3.071
O4 2.608 -0.027 4.071
H1 -1.186 3.090 3.529
H2 -2.096 -1.233 1.228
H3 -0.986 -2.387 1.931
H4 -1.585 -2.034 4.068
H5 -1.769 -0.312 3.929
H6 -3.749 -2.529 3.600
H7 -3.989 -0.957 4.304
H8 -4.263 2.189 2.510
H9 -3.515 1.132 3.688
H10 -5.296 1.184 3.532
C8 -1.248 1.072 -3.185
C9 -0.337 0.011 -3.800
C10 -0.133 -0.933 -2.624
O5 -1.329 -0.868 -1.843
C11 -2.134 0.233 -2.271
H11 -1.819 1.641 -3.918
H12 -0.655 1.773 -2.594
H13 -0.855 -0.502 -4.614
H14 0.602 0.405 -4.185
H15 0.708 -0.612 -2.003
H16 0.038 -1.966 -2.931
H17 -3.006 -0.156 -2.807
H18 -2.486 0.780 -1.396
C12 5.577 0.242 -2.703
C13 5.219 0.225 -1.218
C14 3.722 0.501 -1.260
O6 3.245 -0.063 -2.484
C15 4.348 -0.411 -3.321
H19 6.499 -0.288 -2.939
H20 5.676 1.271 -3.053
H21 5.410 -0.765 -0.798
H22 5.765 0.957 -0.625
H23 3.516 1.577 -1.266
H24 3.179 0.052 -0.427
H25 4.446 -1.502 -3.337
H26 4.146 -0.068 -4.337

Computed properties:
* energy: -1434.5180 a.u.
* Kohn-Sham gap: 9.00 eV
* SMILES: C#CP(CCCOC(C)=O)ON=O.C1CCOC1.C1CCOC1
* energy above the lowest of the compared OMol25 structures with the same formula, charge and spin: 0.0000 eV
* spin multiplicity: 1

---

Record 3
Entry from the Open Molecules 2025 dataset: a molecular structure, C15H27BeN5O6 (ωB97M-V/def2-TZVPD).

Geometry (Å):
O1 -1.060 3.295 -2.034
H1 -1.349 3.273 -2.960
Be1 -0.239 -0.463 -0.965
N1 -1.287 1.448 1.329
N2 0.948 3.366 -0.145
N3 -1.451 -1.442 -1.699
N4 0.958 -1.480 -1.790
O2 -2.464 1.203 0.962
O3 -2.855 -1.403 -1.517
O4 2.206 -1.283 -1.676
O5 1.992 2.618 -0.751
C1 0.517 2.891 1.026
C2 -0.895 2.764 1.264
C3 -0.997 -2.510 -2.367
C4 0.427 -2.516 -2.473
C5 -1.849 3.889 1.403
H2 -1.740 4.605 0.584
H3 -1.667 4.406 2.353
H4 -2.860 3.474 1.406
C6 1.554 2.363 1.965
H5 2.088 3.219 2.421
H6 2.307 1.783 1.418
H7 1.098 1.755 2.757
C7 -1.856 -3.611 -2.879
C8 1.227 -3.531 -3.201
H8 -2.886 -3.522 -2.511
H9 -1.434 -4.580 -2.567
H10 -1.861 -3.627 -3.981
H11 2.290 -3.298 -3.088
H12 0.981 -3.531 -4.273
H13 1.027 -4.537 -2.807
H14 -3.041 -0.595 -0.988
H15 1.537 1.757 -0.988
C9 0.643 4.508 -0.964
H16 0.345 4.169 -1.953
H17 1.580 5.073 -1.061
H18 -0.131 5.135 -0.515
O6 0.002 0.942 -1.430
H19 -0.775 2.361 -1.802
H20 0.480 0.943 -2.278
C10 1.117 -3.063 4.307
C11 0.729 -2.317 3.060
C12 -0.558 -2.432 2.530
C13 -0.865 -1.787 1.337
N5 0.043 -1.046 0.665
C14 1.263 -0.867 1.217
C15 1.643 -1.491 2.399
H21 0.483 -2.781 5.159
H22 1.022 -4.151 4.183
H23 2.158 -2.851 4.573
H24 -1.318 -3.048 3.014
H25 -1.853 -1.886 0.887
H26 1.962 -0.235 0.670
H27 2.661 -1.355 2.772

Computed properties:
* energy: -1327.5606 a.u.
* Kohn-Sham gap (spin up / spin down): 7.06 / 7.06 eV
* energy above the lowest of the compared OMol25 structures with the same formula, charge and spin: 1.0345 eV
* spin multiplicity: 1